DFT (the ωB97M-V functional and the def2-TZVPD basis) results for 16 unconnected molecules or ions with the total composition CH30O18 at a distorted geometry.

Last columns: bonded neighbours and bond lengths (Å).
Positions of all 49 atoms, in Å:
1 C 0.343 0.014 0.032  O2 1.374, O3 1.328, O4 1.301
2 O -1.019 0.091 -0.136  C1 1.374
3 O 0.823 -0.757 1.001  C1 1.328
4 O 1.061 0.675 -0.828  C1 1.301
5 O 0.256 2.995 0.130  H6 0.969, H7 0.928
6 H 0.414 2.098 -0.201  O5 0.969
7 H 1.076 3.292 0.448  O5 0.928
8 O 3.416 -1.324 0.974  H9 0.984, H10 0.984
9 H 3.667 -1.363 0.023  O8 0.984
10 H 2.454 -1.134 1.054  O8 0.984
11 O 0.718 -2.040 3.185  H12 0.953, H13 0.927
12 H 0.543 -1.491 2.426  O11 0.953
13 H 1.224 -1.555 3.792  O11 0.927
14 O -1.829 -2.759 -2.036  H15 0.928, H16 0.997
15 H -1.724 -2.474 -1.159  O14 0.928
16 H -2.822 -2.821 -2.095  O14 0.997
17 O -1.683 0.560 2.193  H18 0.931, H19 0.970
18 H -1.589 1.458 2.418  O17 0.931
19 H -1.100 0.483 1.422  O17 0.970
20 O 1.081 1.399 3.118  H21 0.941, H22 0.976
21 H 0.384 2.027 3.047  O20 0.941
22 H 1.235 0.915 2.285  O20 0.976
23 O 3.293 1.409 0.769  H24 0.937, H25 0.955
24 H 3.651 0.603 1.085  O23 0.937
25 H 2.596 1.141 0.174  O23 0.955
26 O -1.836 1.952 -1.838  H27 0.971, H28 0.949
27 H -1.340 1.361 -1.248  O26 0.971
28 H -1.154 2.526 -2.163  O26 0.949
29 O -3.470 -0.452 -0.615  H30 0.988, H31 0.946
30 H -3.473 -0.299 -1.591  O29 0.988
31 H -2.604 -0.217 -0.314  O29 0.946
32 O 1.831 2.036 -2.740  H33 0.947, H34 0.966
33 H 1.571 1.439 -2.052  O32 0.947
34 H 1.083 2.645 -2.790  O32 0.966
35 O 0.808 -3.346 0.273  H36 0.941, H37 0.947
36 H -0.021 -3.418 0.713  O35 0.941
37 H 0.890 -2.417 0.436  O35 0.947
38 O -3.697 2.351 0.310  H39 0.957, H40 0.950
39 H -3.519 1.547 -0.177  O38 0.957
40 H -3.081 2.864 -0.200  O38 0.950
41 O -0.305 -0.667 -2.881  H42 1.004, H43 0.970
42 H -0.742 -1.544 -2.664  O41 1.004
43 H -0.237 -0.159 -2.058  O41 0.970
44 O -1.612 -2.212 1.053  H45 0.980, H46 0.965
45 H -2.481 -1.890 1.371  O44 0.980
46 H -1.283 -1.379 0.694  O44 0.965
47 O 3.129 -0.690 -1.580  H48 0.995, H49 0.951
48 H 2.457 -0.092 -1.154  O47 0.995
49 H 2.605 -1.405 -1.925  O47 0.951

Values from the calculation:
**ΔE to the lowest compared entry with this formula, charge and spin**: 43.53 kJ/mol
**Charge**: -2
**Largest force on an atom**: 4.898 eV Å⁻¹